No. 1
An isolated molecule of C27H24BrClF13N2PS2 in a non-equilibrium geometry, computed with ωB97M-V with the def2-TZVPD basis set.

**Gap between HOMO and LUMO**: 0.2970 hartree
**SMILES string**: C#CCc1cc2c(cc1CCC(F)(F)C(F)(F)C(F)(F)C(F)(F)S(F)(F)(F)(F)F)N(Cl)c1c([C@H](Br)CC)cc([PH2]=N)c(CC=C)c1S2
**Total charge**: 0
**DFT total energy**: -6622.72029 Ha
**E_LUMO**: -0.361 eV
**Maximum force**: 1.7 eV/Å

XYZ file:
```
71
Properties=species:S:1:pos:R:3:mulliken_charge:R:1
C 0.508 0.299 -5.244 -0.12
C 1.178 0.405 -4.249 -1.18
C 2.052 0.473 -3.063 0.25
C 1.278 0.060 -1.818 0.50
C -0.044 0.477 -1.709 -1.00
C -0.778 0.142 -0.583 0.73
C -0.247 -0.624 0.437 -1.12
C 1.072 -1.035 0.333 -0.57
C 1.836 -0.686 -0.773 0.67
C 3.282 -1.151 -0.784 -1.54
C 4.212 -0.377 0.180 -1.19
C 5.296 0.467 -0.472 1.20
F 6.370 0.479 0.366 -0.33
F 5.718 -0.067 -1.637 -0.31
C 4.852 1.953 -0.643 0.24
F 3.522 1.962 -0.901 -0.25
F 5.057 2.594 0.512 -0.31
C 5.545 2.682 -1.839 0.58
F 5.005 2.199 -2.959 -0.24
F 6.853 2.395 -1.755 -0.30
C 5.398 4.233 -1.704 0.57
F 4.216 4.578 -1.201 -0.26
F 6.315 4.631 -0.821 -0.27
S 5.675 5.222 -3.313 1.43
F 4.775 6.404 -2.760 -0.31
F 4.387 4.548 -3.939 -0.29
F 6.615 4.078 -3.876 -0.30
F 6.950 5.950 -2.720 -0.30
F 5.882 6.018 -4.655 -0.28
N -0.972 -1.012 1.606 0.31
Cl -0.900 0.363 2.750 -0.13
C -2.357 -1.299 1.381 -0.76
C -2.909 -2.341 2.131 0.05
C -2.085 -3.104 3.137 -0.55
Br -1.727 -4.893 2.435 -0.08
C -2.772 -3.155 4.499 -0.21
C -2.016 -4.025 5.536 -1.22
C -4.243 -2.638 1.947 -0.49
C -5.055 -1.946 1.060 0.52
P -6.778 -2.502 0.959 0.35
N -7.548 -2.445 2.334 -0.73
C -4.521 -0.894 0.305 0.31
C -5.297 -0.077 -0.688 -2.04
C -5.616 1.309 -0.145 -0.11
C -5.680 1.613 1.173 -0.73
C -3.164 -0.596 0.492 1.17
S -2.446 0.717 -0.458 -0.22
H -0.137 0.325 -6.088 0.50
H 2.886 -0.188 -3.281 0.31
H 2.377 1.510 -3.000 0.17
H -0.531 1.074 -2.466 0.50
H 1.503 -1.630 1.129 0.59
H 3.645 -1.173 -1.806 0.53
H 3.277 -2.189 -0.451 0.55
H 4.745 -1.108 0.787 0.39
H 3.603 0.201 0.872 0.58
H -1.132 -2.608 3.280 0.61
H -3.776 -3.564 4.414 0.14
H -2.822 -2.146 4.908 0.38
H -2.647 -4.846 5.866 0.33
H -1.114 -4.465 5.114 0.35
H -1.719 -3.432 6.399 0.31
H -4.698 -3.436 2.523 0.24
H -6.705 -3.799 0.411 0.11
H -7.415 -1.703 -0.001 0.04
H -7.845 -3.384 2.577 0.25
H -4.717 0.100 -1.593 0.43
H -6.212 -0.575 -1.013 0.56
H -5.834 2.104 -0.855 0.42
H -5.137 2.484 1.528 0.26
H -6.292 1.062 1.881 0.33
```

---

No. 2
A structure of composition C27H24BrN4NiO6Se2Si, computed with ωB97M-V with the def2-TZVPD basis set.

**Gap between HOMO and LUMO (spin up / spin down)**: 0.2993 / 0.3023 hartree
**Energy relative to the best compared isomer or geometry (same formula, charge and spin)**: 0.573 eV
**Spin multiplicity**: 3
**Total charge**: -1
**DFT total energy**: -10888.62357 Ha
**E_LUMO (spin up / spin down)**: 1.945 / 1.930 eV
**Maximum force**: 0.6 eV/Å

XYZ file:
```
66
Properties=species:S:1:pos:R:3:mulliken_spin:R:1
Ni -0.257 -0.268 0.588 1.70
O -0.455 5.382 2.407 0.00
C -0.436 5.325 1.083 0.00
O -0.427 6.320 0.394 0.00
C -0.475 3.971 0.476 0.00
C -0.546 3.722 -0.883 0.00
N -0.622 2.390 -1.032 0.00
N -0.597 1.768 0.139 0.07
C -0.491 2.688 1.065 0.00
C -0.322 2.160 2.459 0.00
O -0.438 2.962 3.407 0.00
O -0.052 0.928 2.522 0.03
H -0.493 4.464 2.826 0.00
H -0.545 4.407 -1.714 0.00
H -0.646 1.804 -1.859 0.00
Se -1.905 -3.346 2.470 0.00
Se -1.425 -1.465 3.679 0.00
C -2.577 -0.268 2.701 0.00
C -3.475 0.525 3.392 0.00
C -4.275 1.388 2.658 0.00
C -4.173 1.396 1.277 0.00
C -3.236 0.568 0.682 0.01
N -2.438 -0.233 1.382 0.03
C -0.412 -3.464 1.266 0.00
C -0.179 -4.761 0.825 0.00
C 0.883 -5.000 -0.023 0.00
C 1.698 -3.940 -0.372 0.00
C 1.389 -2.683 0.110 0.00
N 0.335 -2.427 0.903 0.04
H -3.537 0.470 4.470 0.00
H -4.974 2.044 3.162 0.00
H -4.783 2.050 0.669 0.00
H -3.079 0.546 -0.392 0.00
H -0.819 -5.565 1.167 0.00
H 1.080 -6.001 -0.388 0.00
H 2.554 -4.066 -1.019 0.00
H 1.964 -1.819 -0.175 0.00
Br 5.756 -1.484 5.026 0.00
C 4.829 -0.857 3.486 0.00
C 3.446 -0.849 3.486 0.00
C 2.778 -0.400 2.351 0.00
C 3.480 0.045 1.237 0.00
C 4.872 0.043 1.278 0.00
C 5.558 -0.414 2.395 0.00
C 2.805 0.527 -0.041 0.01
O 3.507 1.145 -0.839 0.00
O 1.577 0.216 -0.219 0.03
H 2.895 -1.178 4.356 0.00
H 1.696 -0.367 2.361 0.00
H 5.403 0.412 0.411 0.00
H 6.640 -0.424 2.421 0.00
C -1.722 1.103 -4.764 0.00
Si -1.147 -0.603 -4.262 0.00
C -2.312 -1.833 -5.033 0.00
C 0.574 -0.871 -4.915 0.00
C -1.110 -0.740 -2.469 -0.02
C -0.962 -0.768 -1.249 0.09
H -1.838 1.157 -5.852 0.00
H -1.003 1.878 -4.477 0.00
H -2.684 1.346 -4.305 0.00
H -2.227 -1.799 -6.124 0.00
H -3.349 -1.615 -4.763 0.00
H -2.083 -2.850 -4.702 0.00
H 0.680 -0.533 -5.952 0.00
H 0.840 -1.932 -4.872 0.00
H 1.291 -0.328 -4.293 0.00
```

---

No. 3
A structure of composition C27H24Cl2I2N6OSTi, computed with ωB97M-V with the def2-TZVPD basis set.

**Gap between HOMO and LUMO (spin up / spin down)**: 0.2166 / 0.2616 hartree
**Energy relative to the best compared isomer or geometry (same formula, charge and spin)**: 0.989 eV
**Spin multiplicity**: 3
**Total charge**: 0
**DFT total energy**: -4210.60288 Ha
**E_LUMO (spin up / spin down)**: 0.113 / -0.394 eV
**Maximum force**: 1.0 eV/Å

XYZ file:
```
64
Properties=species:S:1:pos:R:3:mulliken_spin:R:1
Ti -1.024 -0.362 0.277 1.21
I 3.620 -1.319 6.374 0.00
C 2.182 -0.861 4.951 0.00
C 0.849 -1.153 5.201 0.00
C -0.122 -0.851 4.252 -0.01
I -2.093 -1.356 4.622 0.00
C 0.225 -0.234 3.047 0.02
O -0.654 0.099 2.139 0.01
C 1.584 0.021 2.798 0.00
C 1.928 0.614 1.467 0.01
N 1.423 -0.222 0.354 -0.02
C 2.023 -1.558 0.294 0.01
C 1.001 -2.667 0.396 0.01
C 1.341 -3.992 0.149 -0.01
C 0.374 -4.970 0.293 0.01
C -0.901 -4.623 0.713 -0.01
C -1.155 -3.287 0.960 0.03
N -0.237 -2.336 0.765 -0.01
C 2.551 -0.284 3.741 0.00
H 0.559 -1.623 6.131 0.00
H 3.014 0.742 1.393 0.00
H 1.454 1.592 1.347 0.00
H 1.592 0.268 -0.517 0.00
H 2.715 -1.691 1.131 0.00
H 2.605 -1.689 -0.622 0.00
H 2.350 -4.238 -0.156 0.00
H 0.617 -6.005 0.086 0.00
H -1.682 -5.355 0.858 0.00
H -2.114 -2.956 1.341 -0.02
H 3.593 -0.073 3.529 0.00
N -2.841 3.163 1.887 0.02
C -2.383 2.247 0.991 0.06
S -3.263 0.733 0.832 -0.03
N -1.338 2.601 0.290 -0.01
N -0.897 1.533 -0.471 0.16
C -0.217 1.753 -1.588 0.12
C 0.203 3.104 -2.033 -0.11
C 0.939 3.934 -1.190 0.00
C 1.343 5.187 -1.617 -0.01
C 1.006 5.638 -2.888 0.01
C 0.255 4.829 -3.727 -0.01
C -0.144 3.570 -3.298 0.04
C 0.101 0.575 -2.336 0.21
C 0.860 0.563 -3.532 0.00
C 1.087 -0.608 -4.195 0.08
C 0.561 -1.816 -3.675 0.09
C -0.131 -1.756 -2.501 -0.02
N -0.362 -0.616 -1.812 0.10
H -3.750 3.034 2.289 0.00
H -2.453 4.089 1.834 0.00
H 1.175 3.597 -0.189 0.00
H 1.918 5.820 -0.953 0.00
H 1.321 6.621 -3.216 0.00
H -0.028 5.179 -4.711 0.00
H -0.748 2.947 -3.947 0.01
H 1.263 1.492 -3.909 0.01
H 1.667 -0.609 -5.108 0.01
H 0.700 -2.764 -4.174 0.01
H -0.533 -2.657 -2.047 0.01
Cl -4.732 -3.672 0.373 0.00
C -4.695 -2.104 -0.449 0.00
Cl -3.227 -1.863 -1.407 0.00
H -4.741 -1.318 0.295 0.00
H -5.535 -2.059 -1.130 0.00
```

---

no.,molar mass (g mol⁻¹)
1,833.9
2,825.1
3,853.2